Computed, not measured: 2 unconnected molecules or ions with the total composition C5H9NO, with the ωB97M-V functional and the def2-TZVPD basis.

Computed properties:
HOMO energy (alpha / beta) = -7.72 / -7.25 eV
electronic energy = -325.76793 Eh
relative energy (zero: lowest compared OMol25 entry of this formula, charge and spin) = 4.616 eV
gap between HOMO and LUMO (alpha / beta) = 8.1 / 7.0 eV
lowest unoccupied orbital energy (alpha / beta) = 0.01508 / -0.00806 Ha
largest force on an atom = 0.96 eV Å⁻¹

Last columns: bonded neighbours and bond lengths (Å).
Cartesian coordinates (Å):
1 O 3.06 0.02 1.16  C3 1.320, H15 0.969
2 N 0.10 2.06 1.08  C5 1.187
3 C 1.82 0.36 0.85  O1 1.320, H8 1.075, H13 1.072
4 C -0.76 0.05 -0.18  C5 1.374, C6 1.511, C7 1.511
5 C -0.47 1.21 0.48  N2 1.187, C4 1.374
6 C -1.54 -1.04 0.52  C4 1.511, H10 1.095, H11 1.101, H16 1.098
7 C -0.83 0.05 -1.69  C4 1.511, H9 1.095, H12 1.101, H14 1.098
8 H 1.63 0.84 -0.09  C3 1.075
9 H -0.23 0.85 -2.13  C7 1.095
10 H -1.43 -0.99 1.61  C6 1.095
11 H -2.62 -0.99 0.29  C6 1.101
12 H -1.86 0.17 -2.05  C7 1.101
13 H 1.10 0.03 1.57  C3 1.072
14 H -0.46 -0.91 -2.09  C7 1.098
15 H 3.69 0.32 0.49  O1 0.969
16 H -1.20 -2.03 0.19  C6 1.098

Löwdin population analysis, charges in e, atoms 1 to 5: atom 1 (O): 0.0369, atom 2 (N): 0.1264, atom 3 (C): -0.0380, atom 4 (C): -0.3637, atom 5 (C): -0.3268



Computed, not measured: 2 unconnected molecules or ions with the total composition C6H17N2 in a non-equilibrium geometry, with the ωB97M-V functional and the def2-TZVPD basis.

Computed properties:
HOMO energy (alpha / beta) = -20.23 / -20.24 eV
electronic energy = -347.36085 Eh
relative energy (zero: lowest compared OMol25 entry of this formula, charge and spin) = 7.251 eV
gap between HOMO and LUMO (alpha / beta) = 6.5 / 6.5 eV
lowest unoccupied orbital energy (alpha / beta) = -0.50448 / -0.50393 Ha
largest force on an atom = 4.24 eV Å⁻¹
charge = +2
2S+1 = 2
<S²> = 0.76

Last columns: bonded neighbours and bond lengths (Å).
Cartesian coordinates (Å):
1 N -0.51 0.79 0.50  C5 1.438, H23 1.020
2 N 1.66 -0.99 -0.55  C4 1.488, C6 1.491, H10 1.031
3 C 3.61 -0.01 0.59  C4 1.516, H20 1.103, H21 1.110, H22 1.084
4 C 2.43 0.26 -0.32  N2 1.488, C3 1.516, H14 1.102, H18 1.150
5 C -0.72 -0.53 -0.05  N1 1.438, C6 1.508, C7 1.534, H19 1.091
6 C 0.30 -0.80 -1.12  N2 1.491, C5 1.508, H11 1.155, H12 1.064
7 C -2.15 -0.74 -0.56  C5 1.534, C8 1.541, H17 1.161, H25 1.069
8 C -3.20 -0.39 0.52  C7 1.541, H9 1.083, H13 1.035, H24 1.132
9 H -4.22 -0.50 0.16  C8 1.083
10 H 2.25 -1.66 -1.08  N2 1.031
11 H 0.27 0.08 -1.87  C6 1.155
12 H 0.07 -1.66 -1.69  C6 1.064
13 H -3.07 -0.99 1.35  C8 1.035
14 H 2.70 0.70 -1.29  C4 1.102
15 H -1.61 3.55 1.49  H16 0.735
16 H -1.89 3.16 2.05  H15 0.735
17 H -2.33 -0.13 -1.53  C7 1.161
18 H 1.70 1.00 0.18  C4 1.150
19 H -0.54 -1.24 0.75  C5 1.091
20 H 4.33 -0.69 0.11  C3 1.103
21 H 3.27 -0.49 1.54  C3 1.110
22 H 4.11 0.91 0.88  C3 1.084
23 H -1.16 1.43 0.06  N1 1.020
24 H -3.01 0.69 0.81  C8 1.132
25 H -2.26 -1.74 -0.93  C7 1.069

Löwdin population analysis, charges in e, atoms 1 to 5: atom 1 (N): 0.4817, atom 2 (N): 0.2237, atom 3 (C): -0.0368, atom 4 (C): -0.1738, atom 5 (C): -0.3461



Repeat the second record exactly.
Computed, not measured: 2 unconnected molecules or ions with the total composition C6H17N2 in a non-equilibrium geometry, with the ωB97M-V functional and the def2-TZVPD basis.

Computed properties:
HOMO energy (alpha / beta) = -20.23 / -20.24 eV
electronic energy = -347.36085 Eh
relative energy (zero: lowest compared OMol25 entry of this formula, charge and spin) = 7.251 eV
gap between HOMO and LUMO (alpha / beta) = 6.5 / 6.5 eV
lowest unoccupied orbital energy (alpha / beta) = -0.50448 / -0.50393 Ha
largest force on an atom = 4.24 eV Å⁻¹
charge = +2
2S+1 = 2
<S²> = 0.76

Last columns: bonded neighbours and bond lengths (Å).
Cartesian coordinates (Å):
1 N -0.51 0.79 0.50  C5 1.438, H23 1.020
2 N 1.66 -0.99 -0.55  C4 1.488, C6 1.491, H10 1.031
3 C 3.61 -0.01 0.59  C4 1.516, H20 1.103, H21 1.110, H22 1.084
4 C 2.43 0.26 -0.32  N2 1.488, C3 1.516, H14 1.102, H18 1.150
5 C -0.72 -0.53 -0.05  N1 1.438, C6 1.508, C7 1.534, H19 1.091
6 C 0.30 -0.80 -1.12  N2 1.491, C5 1.508, H11 1.155, H12 1.064
7 C -2.15 -0.74 -0.56  C5 1.534, C8 1.541, H17 1.161, H25 1.069
8 C -3.20 -0.39 0.52  C7 1.541, H9 1.083, H13 1.035, H24 1.132
9 H -4.22 -0.50 0.16  C8 1.083
10 H 2.25 -1.66 -1.08  N2 1.031
11 H 0.27 0.08 -1.87  C6 1.155
12 H 0.07 -1.66 -1.69  C6 1.064
13 H -3.07 -0.99 1.35  C8 1.035
14 H 2.70 0.70 -1.29  C4 1.102
15 H -1.61 3.55 1.49  H16 0.735
16 H -1.89 3.16 2.05  H15 0.735
17 H -2.33 -0.13 -1.53  C7 1.161
18 H 1.70 1.00 0.18  C4 1.150
19 H -0.54 -1.24 0.75  C5 1.091
20 H 4.33 -0.69 0.11  C3 1.103
21 H 3.27 -0.49 1.54  C3 1.110
22 H 4.11 0.91 0.88  C3 1.084
23 H -1.16 1.43 0.06  N1 1.020
24 H -3.01 0.69 0.81  C8 1.132
25 H -2.26 -1.74 -0.93  C7 1.069

Löwdin population analysis, charges in e, atoms 1 to 5: atom 1 (N): 0.4817, atom 2 (N): 0.2237, atom 3 (C): -0.0368, atom 4 (C): -0.1738, atom 5 (C): -0.3461